Entry 1:
This record from the OMol25 dataset describes a cluster of 2 separate species, C14H19Cl3O2 in total. The level of theory is ωB97M-V/def2-TZVPD.

## Properties
Lowest unoccupied orbital energy ... -1.254 eV
SMILES string ... CCCCCCCC1=CC(=O)C=CC1=O.ClC(Cl)Cl
HOMO-LUMO gap ... 8.72 eV
Net charge ... 0

Last column: Mulliken charge in e.
Element x y z (Å)
1 C -4.4574 2.4237 -0.4329  -1.370
2 C -3.1195 1.7018 -0.3329  -0.107
3 C -3.2619 0.2778 0.1952  -0.872
4 C -1.9428 -0.4298 0.4931  -0.539
5 C -1.0479 0.3107 1.4902  -0.477
6 C 0.0101 -0.5847 2.1332  -1.138
7 C 1.0941 -1.0136 1.1454  -0.529
8 C 1.9509 0.0409 0.4857  0.704
9 C 2.3876 -0.1477 -0.7591  -0.176
10 C 3.2785 0.7884 -1.4779  0.096
11 O 3.6009 0.5913 -2.6282  -0.562
12 C 3.7959 1.9528 -0.7172  -0.439
13 C 3.3695 2.1791 0.5157  -0.583
14 C 2.3676 1.2998 1.1883  0.729
15 O 1.8952 1.6427 2.2508  -0.566
16 H -4.3463 3.4201 -0.8620  0.376
17 H -4.9027 2.5360 0.5587  0.333
18 H -5.1629 1.8661 -1.0532  0.327
19 H -2.6525 1.6671 -1.3234  0.270
20 H -2.4474 2.2744 0.3118  0.243
21 H -3.8778 0.2861 1.1026  0.352
22 H -3.8175 -0.3077 -0.5449  0.373
23 H -1.4045 -0.5918 -0.4481  0.278
24 H -2.1645 -1.4255 0.8922  0.356
25 H -0.5540 1.1474 0.9862  0.243
26 H -1.6687 0.7564 2.2742  0.417
27 H -0.4744 -1.4990 2.4902  0.544
28 H 0.4503 -0.0907 2.9955  0.337
29 H 0.6223 -1.5691 0.3301  -0.209
30 H 1.7767 -1.7180 1.6338  0.552
31 H 2.1106 -1.0316 -1.3223  0.175
32 H 4.5053 2.5966 -1.2221  0.424
33 H 3.6932 3.0297 1.1015  0.425
34 Cl 2.8989 -3.1648 -3.0727  -0.107
35 C 2.0270 -4.5281 -2.3730  0.014
36 Cl 3.1357 -5.6912 -1.6516  -0.125
37 Cl 0.8436 -3.9690 -1.1846  -0.088
38 H 1.4888 -5.0265 -3.1681  0.321

Entry 2:
This record from the OMol25 dataset describes a cluster of 2 separate species, C14H19F7N2O7SSi in total at a distorted geometry. The level of theory is ωB97M-V/def2-TZVPD.

## Properties
Lowest unoccupied orbital energy ... 0.457 eV
SMILES string ... [H]/N=C(\C)C[Si@]([C@H](C)F)(N(C(C)=O)C(C)=O)S(=O)(=O)C(F)(F)C(F)(F)F.O=C1OC[C@@H](F)O1
HOMO-LUMO gap ... 10.37 eV
Net charge ... 0

Last column: Mulliken charge in e.
Element x y z (Å)
1 H -1.8878 -3.6927 0.9445  0.259
2 N -1.7334 -2.6842 1.0146  -0.332
3 C -1.5511 -2.2660 -0.1555  0.500
4 C -1.6373 -3.2558 -1.3376  -1.592
5 C -1.2886 -0.7954 -0.4837  1.280
6 Si -0.4428 0.1387 0.8983  -0.540
7 C 1.0927 -0.7534 1.6156  0.488
8 C 2.2441 -0.8798 0.6048  -1.019
9 F 0.8025 -2.0168 2.1315  -0.338
10 N -1.4656 0.7138 2.2210  0.510
11 C -1.9136 -0.3100 3.1390  0.570
12 C -0.9518 -0.6226 4.2844  -1.246
13 O -2.9518 -0.8492 3.0797  -0.472
14 C -2.5622 1.5949 1.8081  0.387
15 C -3.7281 1.1625 0.9385  -1.187
16 O -2.5498 2.6892 2.2098  -0.488
17 S 0.3556 1.9754 -0.0745  0.760
18 O -0.8101 2.6157 -0.6430  -0.667
19 O 1.2748 1.6358 -1.1390  -0.520
20 C 1.0600 3.2172 1.1257  0.734
21 F 0.4430 3.1642 2.2936  -0.222
22 F 0.8437 4.4272 0.6615  -0.257
23 C 2.5827 3.0891 1.4283  0.565
24 F 2.9600 4.2393 1.9727  -0.278
25 F 2.8250 2.1748 2.3372  -0.231
26 F 3.3264 2.9149 0.3750  -0.218
27 H -1.4588 -2.7731 -2.2947  0.336
28 H -0.9742 -4.1126 -1.1959  0.404
29 H -2.6847 -3.5881 -1.3751  0.404
30 H -0.5871 -0.7470 -1.3546  -1.237
31 H -2.2246 -0.3571 -0.8467  0.762
32 H 1.4538 -0.1520 2.4659  0.334
33 H 2.9460 -1.6802 0.8489  0.461
34 H 2.7569 0.0885 0.5560  0.236
35 H 1.8807 -1.0511 -0.4187  0.066
36 H -0.8738 -1.6950 4.4604  0.298
37 H -1.3708 -0.1530 5.1848  0.420
38 H 0.0200 -0.1445 4.1327  0.197
39 H -4.6638 1.5573 1.3353  0.376
40 H -3.5882 1.6690 -0.0307  0.324
41 H -3.7706 0.0922 0.7262  0.273
42 O -0.4608 -1.1382 -3.2241  -0.579
43 C 0.5895 -0.8293 -3.6957  0.561
44 O 1.0133 0.4436 -3.8299  -0.213
45 C 2.3625 0.3991 -4.2969  -0.391
46 C 2.4214 -0.9566 -4.9496  0.295
47 F 3.6537 -1.5076 -4.8454  -0.296
48 O 1.5105 -1.7136 -4.1691  -0.308
49 H 3.0434 0.4820 -3.4479  0.208
50 H 2.5642 1.2112 -4.9915  0.309
51 H 2.1048 -0.9706 -5.9943  0.312

Entry 3:
This record from the OMol25 dataset describes the molecule C14H19INO7P at a distorted geometry. The level of theory is ωB97M-V/def2-TZVPD.

## Properties
Lowest unoccupied orbital energy ... 0.261 eV
SMILES string ... CC(=O)N(O[P@@](=O)(OCOc1ccccc1)OC[C@@H](C)I)C(C)=O
HOMO-LUMO gap ... 9.73 eV
Net charge ... 0

Last column: Mulliken charge in e.
Element x y z (Å)
1 C 0.9324 -1.8163 1.9640  -0.800
2 C 1.2758 -2.3433 0.6146  0.506
3 O 0.9924 -3.4271 0.2394  -0.526
4 N 2.0260 -1.5058 -0.3051  -0.116
5 O 1.6407 -0.1414 -0.0952  0.344
6 P 1.2791 0.6063 -1.4913  0.852
7 O 2.4539 1.0037 -2.2517  -0.809
8 O 0.2896 -0.3305 -2.2670  -0.391
9 C -0.8032 -0.8951 -1.5493  -0.493
10 O -1.9634 -0.5811 -2.2630  -0.450
11 C -3.0735 -0.4506 -1.4340  0.133
12 C -3.5673 0.8204 -1.1630  -0.302
13 C -4.6752 0.9422 -0.3223  -0.516
14 C -5.2760 -0.1907 0.2297  -0.436
15 C -4.7754 -1.4604 -0.0586  -0.499
16 C -3.6712 -1.5912 -0.8989  -0.174
17 O 0.3580 1.7738 -0.9810  -0.117
18 C 0.9859 2.7502 -0.1113  -0.986
19 C 0.7378 2.4053 1.3540  0.755
20 C 2.0067 2.5372 2.1936  -1.243
21 I -0.8427 3.5804 2.1985  0.085
22 C 3.4705 -1.5702 -0.0644  0.771
23 C 4.3541 -1.2802 -1.2256  -1.227
24 O 3.8842 -1.8569 1.0109  -0.486
25 H 0.6834 -0.7623 1.9169  0.015
26 H 1.7970 -1.9468 2.6038  0.312
27 H 0.0940 -2.3697 2.3596  0.403
28 H -0.8811 -0.4770 -0.5466  0.406
29 H -0.6454 -1.9680 -1.5012  0.324
30 H -3.1074 1.6937 -1.5918  0.483
31 H -5.0492 1.9282 -0.1013  0.379
32 H -6.1335 -0.0682 0.8714  0.397
33 H -5.2419 -2.3367 0.3582  0.388
34 H -3.2766 -2.5621 -1.1518  0.462
35 H 2.0451 2.8172 -0.3333  0.343
36 H 0.5208 3.6905 -0.3706  0.535
37 H 0.3976 1.3798 1.3921  -0.354
38 H 2.6080 3.3844 1.8844  0.364
39 H 2.6062 1.6400 2.0559  0.194
40 H 1.7633 2.6301 3.2421  0.458
41 H 5.0396 -2.1173 -1.2973  0.424
42 H 3.8113 -1.1352 -2.1457  0.308
43 H 4.9297 -0.3992 -0.9680  0.285

Entry 4:
This record from the OMol25 dataset describes the molecule C14H19N3O3S2 at a distorted geometry. The level of theory is ωB97M-V/def2-TZVPD.

## Properties
ΔE to the lowest compared entry with this formula, charge and spin ... 85.0 kcal per mole
Lowest unoccupied orbital energy ... -0.210 eV
SMILES string ... CCN1CCN(S(=O)(=O)c2ccc(-c3cc(C)no3)s2)CC1
HOMO-LUMO gap ... 7.98 eV
Net charge ... 0

Last column: Mulliken charge in e.
Element x y z (Å)
1 C -3.6518 -4.4322 3.8771  -1.396
2 C -3.1335 -3.6868 2.6501  -0.208
3 N -3.0037 -2.2649 2.9258  0.103
4 C -1.8301 -1.9003 3.6981  -0.648
5 C -0.5378 -1.9044 2.8686  -0.999
6 N -0.6782 -1.0775 1.6846  0.163
7 S -0.3962 0.5562 1.8853  1.382
8 O 0.3235 0.7644 3.1043  -0.736
9 O -1.5686 1.3366 1.6168  -0.616
10 C 0.7370 0.8126 0.5446  0.012
11 C 2.0988 0.8039 0.6004  -0.365
12 C 2.6935 0.9854 -0.6590  -0.732
13 C 1.7680 1.1259 -1.6636  0.286
14 C 2.0228 1.3269 -3.0584  0.433
15 C 1.1794 1.5074 -4.1275  -0.430
16 C 2.0534 1.6539 -5.2324  0.416
17 C 1.6946 1.8791 -6.6533  -1.079
18 N 3.2972 1.5640 -4.8362  -0.596
19 O 3.2968 1.3626 -3.4988  -0.183
20 S 0.1433 1.0377 -1.0492  -0.263
21 C -1.8514 -1.4023 0.8938  -0.716
22 C -3.1151 -1.4020 1.7667  -1.051
23 H -4.5525 -3.9491 4.2445  0.333
24 H -2.9155 -4.4424 4.6760  0.324
25 H -3.8836 -5.4612 3.6137  0.423
26 H -3.8635 -3.7979 1.8446  0.404
27 H -2.1926 -4.1496 2.3134  0.195
28 H -1.7309 -2.5776 4.5466  0.298
29 H -1.9861 -0.8854 4.0780  0.384
30 H 0.2858 -1.4929 3.4501  0.488
31 H -0.2783 -2.9159 2.5405  0.369
32 H 2.6324 0.6828 1.5246  0.511
33 H 3.7529 1.0172 -0.8359  0.492
34 H 0.1105 1.5330 -4.1172  0.426
35 H 1.0682 1.0654 -7.0145  0.282
36 H 2.5983 1.9341 -7.2523  0.335
37 H 1.1362 2.8081 -6.7541  0.278
38 H -1.9381 -0.6539 0.1059  0.329
39 H -1.6879 -2.3852 0.4394  0.474
40 H -3.9804 -1.7047 1.1739  0.488
41 H -3.2750 -0.3804 2.1242  0.391

Entry 5:
This record from the OMol25 dataset describes a structure of composition C14H19N4O5PSi2 at a distorted geometry. The level of theory is ωB97M-V/def2-TZVPD.

## Properties
Lowest unoccupied orbital energy ... -0.825 eV
HOMO-LUMO gap ... 8.42 eV
Net charge ... 0

Last column: Mulliken charge in e.
Element x y z (Å)
1 C 1.2642 -1.6033 3.5830  -0.894
2 N 0.5274 -1.7303 2.2902  -0.159
3 C 1.0382 -0.8063 1.2313  -0.739
4 Si 0.4042 -1.3663 -0.4930  0.522
5 C 1.0093 -3.2104 -0.6974  -0.659
6 O 1.5538 -3.4559 -2.0364  -0.205
7 O 2.8447 -3.0710 -2.1188  -0.320
8 O 1.0836 -0.5012 -1.8353  -0.493
9 Si 1.4556 1.1432 -1.4649  0.375
10 O 1.8537 1.9006 -3.0142  -0.251
11 C 1.9090 3.3144 -2.8308  0.413
12 N 2.2451 4.4140 -2.4345  -0.432
13 P 3.3281 1.3665 -0.2444  0.445
14 O 4.2043 2.5514 -0.7230  -0.661
15 C 0.0148 2.1593 -0.7413  0.581
16 C 0.1446 2.9219 0.6483  -0.097
17 C -1.1738 3.7002 0.9929  -0.468
18 C -2.4673 3.7131 0.1468  -0.238
19 N -2.5311 3.0096 -1.0917  -0.553
20 C -1.3464 2.3215 -1.4666  -0.219
21 C -1.5334 -1.3049 -0.5582  0.494
22 C -2.4059 -1.6812 0.7014  -0.256
23 C -3.9682 -1.5553 0.5461  -0.411
24 C -4.4941 -1.1078 -0.8471  -0.218
25 N -3.7327 -0.8016 -2.0209  -0.523
26 C -2.3149 -0.8908 -1.8405  -0.367
27 H 0.5266 -1.9410 4.4136  0.303
28 H 2.1336 -2.3478 3.6177  0.272
29 H 1.5454 -0.5245 3.8278  0.297
30 H 0.4667 -2.7083 1.9773  0.244
31 H 2.2024 -0.8024 1.2763  0.393
32 H 0.6146 0.2365 1.4584  0.353
33 H 1.8745 -3.4204 0.0519  0.369
34 H 0.1741 -3.9500 -0.4317  0.293
35 H 3.4291 -3.6141 -1.5347  0.307
36 H 4.0437 0.1264 -0.1449  0.101
37 H 2.9005 1.6967 1.1062  0.024
38 H 1.0886 2.9290 1.2836  0.256
39 H -1.1837 4.3090 1.9727  0.268
40 H -3.4068 4.2871 0.4911  0.315
41 H -1.4048 1.7839 -2.4909  0.271
42 H -1.9825 -2.0296 1.7007  0.249
43 H -4.6253 -1.8056 1.4547  0.309
44 H -5.6430 -1.0171 -0.9462  0.295
45 H -1.6663 -0.6372 -2.7648  0.416